(1)
{
  "formula": "C10H10N2",
  "method": "ωB97M-V with the def2-TZVPD basis set",
  "orbital_gap_ev": 9.965,
  "lumo_energy_ev": 0.712,
  "multiplicity": 1,
  "charge": 0,
  "smiles": "c1ccncc1.c1ccncc1",
  "homo_ev": -9.252,
  "symbols": ["C", "C", "C", "N", "C", "C", "H", "H", "H", "H", "H", "C", "C", "C", "N", "C", "C", "H", "H", "H", "H", "H"],
  "positions_angstrom": [[-3.56458, 0.04140, 0.80844], [-3.36744, -1.11222, 0.08397], [-2.27784, -1.11062, -0.83816], [-1.47479, -0.05568, -1.05175], [-1.69221, 1.04346, -0.31723], [-2.68816, 1.15017, 0.64674], [-4.38128, 0.10559, 1.51473], [-3.97598, -1.98750, 0.31791], [-1.95255, -2.01683, -1.35491], [-1.02679, 1.82032, -0.45662], [-2.82516, 1.96577, 1.31588], [2.18406, 1.03215, -0.49884], [3.51225, 0.98060, -0.08466], [4.02288, -0.22937, 0.36985], [3.29348, -1.34916, 0.51354], [2.03310, -1.28095, 0.08924], [1.38491, -0.14009, -0.45387], [1.83023, 1.99546, -0.80288], [4.12460, 1.83205, -0.07618], [5.07432, -0.33326, 0.74618], [1.41160, -2.14570, 0.33856], [0.35535, -0.20559, -0.80995]],
  "forces_ev_per_angstrom": [[0.63, 1.00, -0.12], [1.10, 0.07, -0.58], [-0.10, 0.06, 0.65], [-1.58, -0.49, 0.35], [-1.62, -1.27, 0.84], [-0.76, -2.00, -0.53], [0.05, -0.02, 0.13], [0.27, 0.15, -0.49], [-0.45, 0.18, 0.01], [1.36, 1.59, -0.37], [0.17, 0.79, 0.05], [-0.19, -1.18, 0.20], [-0.75, -1.58, 0.15], [0.75, -0.59, 0.76], [-0.02, 0.76, -0.47], [-1.08, 0.57, 0.28], [2.07, 0.19, 0.37], [-0.54, 0.25, -0.34], [0.69, 1.06, -0.09], [-1.00, 0.33, -0.54], [0.25, -0.02, -0.43], [0.74, 0.14, 0.18]]
}

=====

(2)
{
  "formula": "C28H46F6IrOP2",
  "method": "ωB97M-V with the def2-TZVPD basis set",
  "orbital_gap_ev": [6.108, 4.793],
  "lumo_energy_ev": [-6.668, -9.181],
  "multiplicity": 6,
  "charge": 2,
  "homo_ev": [-12.776, -13.974],
  "symbols": ["Ir", "C", "C", "C", "C", "C", "C", "H", "H", "H", "C", "H", "H", "H", "C", "H", "H", "H", "C", "H", "H", "H", "C", "H", "H", "H", "C", "C", "C", "C", "C", "C", "C", "C", "H", "H", "H", "H", "H", "H", "H", "H", "H", "H", "H", "H", "P", "P", "C", "C", "H", "H", "H", "H", "C", "H", "H", "H", "C", "H", "H", "H", "C", "H", "H", "H", "C", "H", "H", "H", "C", "C", "O", "C", "F", "F", "F", "C", "F", "F", "F", "H", "H", "H"],
  "positions_angstrom": [[1.92939, 1.36383, -2.16881], [0.38877, -0.70355, 0.13370], [0.77207, -1.16976, -1.12868], [2.41283, 0.36776, -0.35749], [1.36400, 0.18220, 0.65493], [2.08595, -0.55009, -1.52590], [-0.80446, -1.17974, 0.89210], [-1.48623, -1.74070, 0.24103], [-1.34887, -0.35973, 1.40505], [-0.45388, -1.86653, 1.67334], [1.35531, 0.71447, 2.04019], [0.73398, 0.07135, 2.68230], [0.87975, 1.70421, 2.07676], [2.37125, 0.78376, 2.45318], [3.84787, 0.67908, -0.09928], [4.52093, -0.13308, -0.38164], [4.00083, 0.98975, 0.92919], [4.03552, 1.52452, -0.79045], [3.16617, -1.37926, -2.15364], [3.93775, -1.63429, -1.42086], [3.60694, -0.77814, -2.94720], [2.76168, -2.30645, -2.55576], [0.14892, -2.28420, -1.86653], [0.61135, -3.24188, -1.58325], [0.27177, -2.11247, -2.94267], [-0.91330, -2.37279, -1.61034], [-2.57254, 2.08356, -0.22279], [-2.90341, 0.90262, -0.77435], [-2.99280, 0.37251, -2.17997], [-2.37339, 1.34322, -3.21115], [-0.88955, 1.34443, -3.16232], [-0.05163, 1.79369, -2.17479], [-0.22279, 2.68039, -0.99842], [-1.71394, 3.14193, -0.84239], [-4.05858, 0.20667, -2.42012], [-2.87559, 2.28687, -3.06418], [-2.48486, -0.61108, -2.26088], [-2.09034, 3.35306, -1.84633], [-2.60419, 2.16931, 0.86348], [-3.41058, 0.22188, -0.08321], [-1.74380, 4.06933, -0.24325], [0.12139, 2.21180, -0.05323], [2.75995, 2.01549, -3.46111], [0.54055, 3.46557, -1.12649], [-2.64186, 1.06144, -4.23156], [-0.31884, 0.84056, -3.95428], [-1.24483, 4.24317, -3.83959], [1.97983, 3.76468, -3.94735], [-0.23215, 5.09855, -5.12946], [1.17430, 5.31645, -4.60320], [-0.72312, 6.03702, -5.39846], [-0.25410, 4.49153, -6.04044], [1.80881, 5.73906, -5.38995], [1.18530, 6.02597, -3.76985], [3.61527, 4.59838, -3.76633], [4.40969, 3.86670, -3.56372], [3.50122, 5.28171, -2.91511], [3.82679, 5.17031, -4.68335], [2.32476, 3.07525, -5.64494], [2.60693, 3.88312, -6.33735], [1.44270, 2.55579, -6.03861], [3.14473, 2.34578, -5.59940], [-1.71064, 5.73655, -2.83805], [-2.33135, 5.43130, -1.99149], [-2.30717, 6.41888, -3.45781], [-0.83964, 6.25360, -2.42475], [-2.87722, 4.20550, -4.70574], [-2.73491, 3.78079, -5.70465], [-3.29965, 5.21773, -4.77514], [-3.60024, 3.58549, -4.16624], [-2.81273, 2.80136, 3.91874], [-2.79416, 1.38579, 3.32230], [-1.84155, 1.26176, 2.42577], [-2.60632, 0.36551, 4.56256], [-3.47528, 0.61197, 5.59064], [-2.76831, -0.93086, 4.20227], [-1.34162, 0.51067, 5.06196], [-4.23230, 1.14087, 2.64463], [-5.26454, 1.15730, 3.53441], [-4.49732, 2.15424, 1.76492], [-4.30108, -0.03573, 1.95820], [-1.90817, 2.91958, 4.52781], [-3.72101, 2.99147, 4.49911], [-2.72694, 3.52513, 3.10237]],
  "forces_ev_per_angstrom": [[-0.29, 2.06, -1.79], [0.38, 0.48, 0.07], [1.05, 0.39, 0.64], [-0.70, -2.14, 0.05], [-0.29, -0.75, -0.88], [-1.52, -0.76, 2.65], [-0.19, -0.02, 0.31], [0.05, 0.24, 0.31], [0.33, -0.60, -0.53], [-0.19, 0.01, -0.05], [-0.08, -0.01, 0.13], [0.34, 0.20, -0.16], [0.23, -0.02, 0.07], [-0.33, 0.07, -0.04], [-0.40, 0.83, -0.48], [-0.10, 0.13, 0.20], [0.21, 0.18, -0.05], [0.87, 0.05, 0.40], [-0.08, 0.33, -0.32], [-0.11, -0.01, -0.17], [0.49, -0.38, -0.28], [0.03, 0.12, -0.19], [-0.33, 0.16, -0.25], [0.02, 0.19, -0.20], [-0.13, -0.36, 0.11], [0.22, -0.02, -0.24], [1.45, -0.91, -0.26], [-1.19, 0.03, 0.80], [0.62, 0.20, -0.31], [-0.85, -0.96, -0.51], [0.85, 0.82, 0.11], [1.18, -0.55, 0.61], [-0.92, -0.06, 0.54], [0.40, 0.53, -0.10], [0.43, 0.05, 0.06], [0.26, 0.10, 0.21], [-0.36, 0.39, 0.16], [0.18, 0.29, 0.41], [-0.36, -0.02, -1.00], [0.27, 0.13, -0.13], [-0.04, -0.37, -0.31], [-0.41, -0.18, -0.51], [0.65, -0.42, 0.00], [-0.54, 0.47, -0.09], [-0.14, -0.24, 0.07], [-0.61, -0.07, 0.05], [-1.46, 2.22, -1.11], [1.36, 0.76, -1.98], [0.01, -0.60, 0.05], [-0.45, 0.33, 0.39], [-0.09, 0.00, 0.20], [0.19, -0.08, 0.12], [0.04, -0.18, 0.21], [-0.15, 0.10, -0.10], [-0.16, -0.29, 0.76], [-0.17, 0.34, -0.05], [0.42, -0.03, -0.18], [-0.02, -0.29, 0.41], [-0.29, -0.68, 0.21], [-0.14, -0.22, 0.37], [0.16, 0.07, -0.04], [-0.22, 0.20, -0.03], [0.42, -0.19, 0.92], [0.05, 0.13, -0.18], [0.43, -0.20, 0.03], [-0.10, -0.02, -0.10], [-0.03, -0.81, -0.17], [-0.19, 0.03, 0.11], [0.34, -0.32, -0.08], [0.03, 0.21, -0.22], [0.94, 0.92, -0.11], [-2.66, -1.59, 1.44], [0.92, 0.11, 0.27], [0.12, -0.23, 1.01], [1.00, -0.09, -1.48], [0.20, 1.22, 0.02], [-1.18, -0.11, -0.69], [-1.21, 0.17, 0.11], [1.39, -0.20, -0.69], [0.20, -0.90, 0.78], [0.31, 1.10, 0.71], [-0.37, -0.06, 0.04], [0.20, -0.30, -0.15], [-0.24, -0.11, 0.13]]
}

=====

(3)
{
  "formula": "C7H9BeO7P",
  "method": "ωB97M-V with the def2-TZVPD basis set",
  "orbital_gap_ev": 7.838,
  "lumo_energy_ev": -9.755,
  "multiplicity": 1,
  "charge": 2,
  "homo_ev": -17.593,
  "symbols": ["Be", "O", "C", "C", "O", "C", "O", "C", "O", "C", "O", "P", "O", "C", "O", "C", "H", "H", "H", "H", "H", "H", "H", "H", "H"],
  "positions_angstrom": [[-1.35162, 0.55159, -1.38523], [-0.75959, 0.23876, -4.85640], [-0.95345, 0.31966, -3.73488], [-1.73897, -0.98867, -0.54818], [-2.15068, -1.91073, 0.00764], [-0.52537, 1.72053, -0.17209], [-0.49453, 2.94175, 0.08858], [-2.89707, 1.30209, -1.67542], [-4.01198, 1.61505, -1.80643], [2.33753, -0.55500, -1.44819], [1.08533, 0.05634, -0.95406], [0.67045, 0.67881, 0.66720], [1.99661, 0.10425, 1.47941], [2.10605, -1.31046, 1.84550], [-0.47375, -0.16322, 1.48982], [-1.58987, 0.49819, 2.26451], [2.68907, -0.02880, -2.36510], [2.00612, -1.59793, -1.64833], [3.14379, -0.51436, -0.68443], [1.84481, -2.04312, 1.08337], [3.15759, -1.44607, 2.10893], [1.46095, -1.46246, 2.71340], [-2.41422, -0.22472, 2.44275], [-1.14174, 0.75033, 3.24861], [-1.99545, 1.46819, 1.83902]],
  "forces_ev_per_angstrom": [[1.70, 0.47, -0.24], [-0.60, 0.25, 3.55], [0.62, -0.21, -2.63], [-2.13, -4.56, 2.42], [1.88, 3.93, -2.58], [0.26, 7.79, 0.61], [-1.48, -4.73, -1.96], [-7.58, 1.87, -1.11], [6.31, -1.47, 0.75], [-0.05, -0.76, 0.36], [-1.66, 1.38, 2.46], [4.18, -7.23, 0.49], [-1.79, 2.24, -1.88], [-0.10, -0.30, 1.03], [-0.22, 0.93, -0.78], [0.13, 0.68, 0.89], [-0.61, -0.28, 0.74], [0.83, 0.65, -0.09], [-0.70, -0.02, -0.44], [-0.14, 0.46, -0.43], [-0.23, 0.18, 0.01], [0.26, -0.10, -0.08], [0.80, 0.25, -0.50], [-0.35, -0.19, -0.63], [0.68, -1.24, 0.04]]
}

=====

Strongest force on any atom values (in eV Å⁻¹) by entry order: 2.22, 3.42, 8.36.
ΔE to the lowest compared entry with this formula, charge and spin values (in kJ/mol) by entry order: 171.0, 272.6, 254.4.